(1)
{"formula": "C4H12N2O", "method": "wB97M-V/def2-TZVPD", "homo_energy_ev": -8.366, "energy_ha": -344.26587, "smiles": "C[C@@H](O)[C@@H](C)NN", "orbital_gap_ha": 0.3428, "relative_energy_ev": 3.242, "symbols": ["C", "C", "C", "C", "N", "N", "O", "H", "H", "H", "H", "H", "H", "H", "H", "H", "H", "H", "H"], "xyz": [[0.238, 0.769, -0.872], [-0.661, -0.459, -0.092], [0.860, 1.781, 0.082], [-0.909, -1.566, -1.103], [-0.095, -1.017, 1.114], [-0.314, -0.130, 2.253], [1.171, 0.254, -1.794], [1.922, -0.103, -1.306], [0.824, -0.642, 0.606], [-0.514, 1.262, -1.494], [-1.596, 0.048, 0.167], [-1.294, -0.246, 2.511], [0.234, -0.524, 3.014], [0.097, 2.212, 0.726], [1.335, 2.582, -0.485], [1.611, 1.306, 0.715], [-1.365, -1.164, -2.005], [-1.569, -2.313, -0.664], [0.028, -2.048, -1.370]], "lowdin_charge": [-0.385, -0.396, -0.068, -0.070, -0.103, -0.017, -0.043, 0.093, 0.130, 0.134, 0.126, 0.074, 0.071, 0.075, 0.080, 0.072, 0.081, 0.075, 0.073]}

(2)
{"formula": "C13H26Br4CaF3InKN2NaO7S2", "method": "wB97M-V/def2-TZVPD", "homo_energy_ev": -4.409, "energy_ha": -14168.64204, "orbital_gap_ha": 0.0653, "symbols": ["C", "C", "O", "N", "C", "C", "C", "C", "C", "In", "C", "C", "O", "C", "C", "O", "Br", "H", "H", "H", "H", "H", "H", "H", "H", "H", "H", "H", "H", "H", "H", "H", "H", "H", "H", "H", "H", "H", "H", "Na", "N", "S", "O", "O", "F", "S", "O", "O", "F", "K", "Br", "C", "C", "Br", "H", "H", "H", "H", "Ca", "Br", "F"], "xyz": [[-1.608, 1.543, 3.235], [-1.276, 0.007, 2.829], [-1.945, -0.924, 3.349], [-0.207, -0.168, 1.812], [-0.924, 0.108, 0.490], [0.371, -1.539, 1.845], [1.931, -1.491, 1.456], [2.198, -1.267, -0.158], [3.424, -0.256, -0.415], [2.822, 1.829, -1.036], [2.507, 3.287, 0.660], [2.673, 2.514, 2.110], [3.794, 3.031, 2.914], [1.004, 1.934, -2.369], [0.625, 0.572, -3.091], [-0.422, -0.036, -2.688], [1.612, -0.251, -4.598], [-0.699, 1.957, 3.786], [-2.576, 1.576, 3.858], [-1.727, 2.113, 2.237], [-0.883, -0.817, -0.197], [-0.330, 0.928, -0.065], [-2.020, 0.407, 0.671], [-0.214, -2.315, 1.216], [0.324, -1.946, 2.930], [2.419, -0.688, 2.103], [2.389, -2.511, 1.813], [1.245, -1.031, -0.740], [2.555, -2.317, -0.551], [4.030, -0.215, 0.570], [4.119, -0.707, -1.201], [4.216, 2.489, -2.015], [3.318, 4.133, 0.577], [1.445, 3.697, 0.577], [1.712, 2.658, 2.708], [2.919, 1.426, 1.855], [3.627, 2.680, 3.824], [1.233, 2.709, -3.200], [0.104, 2.366, -1.799], [2.559, -3.792, 1.114], [-0.883, -3.135, -6.287], [-1.605, -4.448, -6.745], [-2.648, -4.974, -5.881], [-0.818, -5.433, -7.467], [-2.486, -3.859, -7.934], [0.059, -3.386, -5.048], [0.500, -2.165, -4.399], [1.073, -4.410, -5.167], [-0.924, -3.995, -3.944], [-2.303, -7.176, -6.919], [-5.587, 2.497, 2.506], [-6.232, 1.196, 3.807], [-5.688, -0.182, 3.520], [-6.619, -1.014, 2.024], [-7.321, 1.243, 3.789], [-5.874, 1.558, 4.772], [-5.861, -0.847, 4.368], [-4.625, -0.184, 3.275], [5.233, 3.738, 0.927], [2.462, 5.500, 1.963], [3.802, 7.785, 2.424]], "lowdin_charge": [-0.001, -0.402, 0.018, -0.113, -0.042, -0.212, -0.185, -0.242, -0.304, 0.557, -0.582, -0.367, -0.325, -0.270, -0.745, -0.107, 0.833, 0.084, 0.079, 0.092, 0.095, 0.083, 0.114, 0.136, 0.132, 0.110, 0.020, 0.088, 0.086, 0.028, 0.041, -0.067, -0.200, 0.016, 0.108, 0.057, 0.115, 0.061, 0.056, 0.765, -0.257, 0.488, -0.400, -0.430, -0.163, 0.525, -0.582, -0.288, -0.196, 1.034, 0.605, -0.694, -0.698, 0.597, 0.050, 0.057, 0.059, 0.026, 1.233, 0.264, -0.841]}

(3)
{"formula": "C29H46P2Tb", "method": "wB97M-V/def2-TZVPD", "s2": 12.698, "homo_energy_ev": [-10.259, -10.254], "energy_ha": -2639.44747, "total_charge": 1, "multiplicity": 7, "orbital_gap_ha": [0.2763, 0.2830], "symbols": ["Tb", "C", "C", "C", "C", "C", "C", "H", "H", "H", "C", "H", "H", "H", "C", "H", "H", "H", "C", "H", "H", "H", "C", "H", "H", "H", "C", "C", "C", "C", "C", "C", "C", "C", "H", "H", "H", "H", "H", "H", "H", "H", "H", "H", "H", "H", "P", "C", "C", "P", "C", "C", "C", "H", "H", "H", "H", "H", "H", "H", "H", "H", "H", "H", "H", "H", "H", "C", "C", "C", "C", "C", "C", "H", "H", "H", "H", "H"], "xyz": [[0.672, -0.425, 0.004], [-0.810, 1.451, -1.074], [-1.654, 0.302, -0.884], [-1.209, 1.232, 1.190], [-0.577, 2.036, 0.210], [-1.841, 0.132, 0.532], [-0.466, 2.085, -2.372], [-0.361, 1.352, -3.181], [0.469, 2.651, -2.302], [-1.260, 2.789, -2.663], [0.083, 3.337, 0.461], [0.105, 3.954, -0.449], [1.120, 3.199, 0.800], [-0.436, 3.916, 1.241], [-1.324, 1.571, 2.629], [-1.582, 2.632, 2.785], [-0.370, 1.399, 3.146], [-2.095, 0.964, 3.120], [-2.776, -0.826, 1.173], [-3.791, -0.397, 1.216], [-2.475, -1.058, 2.200], [-2.843, -1.770, 0.619], [-2.434, -0.392, -1.941], [-3.436, 0.047, -2.049], [-2.569, -1.452, -1.709], [-1.946, -0.310, -2.914], [3.931, -3.726, -2.830], [3.160, -3.345, -3.866], [2.354, -4.264, -4.745], [1.749, -5.519, -4.054], [1.204, -5.262, -2.683], [1.875, -5.486, -1.537], [3.341, -5.764, -1.423], [4.235, -5.156, -2.539], [2.982, -4.634, -5.575], [2.482, -6.341, -4.055], [1.527, -3.699, -5.210], [4.171, -5.770, -3.449], [4.495, -3.005, -2.217], [3.245, -2.330, -4.260], [5.277, -5.233, -2.196], [3.691, -5.382, -0.446], [1.313, -5.647, -0.615], [3.527, -6.853, -1.426], [0.918, -5.872, -4.687], [0.145, -4.985, -2.674], [1.893, -0.888, -2.296], [3.617, -0.420, -2.585], [0.997, -1.202, -3.847], [0.322, -3.054, 0.066], [1.760, -2.520, -1.263], [-0.983, -4.097, -0.638], [1.185, -4.006, 1.369], [4.110, -0.199, -1.628], [3.594, 0.513, -3.168], [4.217, -1.159, -3.124], [1.150, -2.215, -4.235], [1.352, -0.467, -4.575], [-0.075, -1.052, -3.679], [1.856, -4.774, 0.959], [0.415, -4.477, 2.002], [1.774, -3.324, 2.001], [2.726, -2.718, -0.781], [1.666, -3.229, -2.085], [-1.835, -4.087, 0.068], [-0.653, -5.139, -0.772], [-1.347, -3.694, -1.599], [4.124, 0.563, 3.863], [3.143, 1.538, 3.647], [2.190, 1.372, 2.614], [2.228, 0.244, 1.818], [3.214, -0.717, 1.999], [4.166, -0.567, 3.038], [4.857, 0.685, 4.665], [3.107, 2.431, 4.270], [1.448, 2.156, 2.470], [3.281, -1.598, 1.345], [4.930, -1.330, 3.188]], "lowdin_charge": [1.290, -0.348, -0.356, -0.288, -0.292, -0.346, -0.054, 0.056, 0.081, 0.102, -0.028, 0.084, 0.073, 0.093, -0.024, 0.095, 0.068, 0.082, -0.051, 0.102, 0.081, 0.059, -0.036, 0.103, 0.064, 0.057, -0.125, -0.171, -0.165, -0.169, -0.125, -0.155, -0.158, -0.170, 0.132, 0.110, 0.100, 0.107, 0.112, 0.082, 0.124, 0.112, 0.074, 0.131, 0.123, 0.092, 0.804, -0.247, -0.230, 0.831, -0.475, -0.270, -0.243, 0.062, 0.068, 0.025, 0.009, 0.074, 0.031, 0.027, 0.071, 0.040, 0.044, -0.018, 0.061, 0.039, 0.053, -0.091, -0.072, -0.162, -0.293, -0.197, -0.094, 0.105, 0.103, 0.059, 0.056, 0.098]}

(4)
{"formula": "C20H18ClIN2O7Ti", "method": "wB97M-V/def2-TZVPD", "homo_energy_ev": [0.941, 0.918], "energy_ha": -3016.66767, "total_charge": -2, "orbital_gap_ha": [0.1210, 0.1218], "relative_energy_ev": 0.659, "symbols": ["Ti", "O", "C", "O", "C", "C", "C", "C", "C", "O", "C", "C", "O", "O", "H", "H", "H", "H", "H", "H", "H", "H", "Cl", "C", "C", "C", "I", "C", "O", "C", "N", "C", "C", "C", "C", "H", "H", "H", "H", "N", "C", "O", "C", "C", "H", "H", "H", "H", "H", "H"], "xyz": [[0.251, 0.906, 0.602], [-3.357, 3.036, 0.145], [-2.655, 2.143, 0.633], [-1.418, 2.231, 0.907], [-3.309, 0.764, 0.830], [-2.950, -0.104, -0.385], [-3.895, -1.304, -0.507], [-3.383, -2.210, 0.638], [-2.258, -1.352, 1.216], [-1.720, -0.721, 0.036], [-2.810, -0.156, 1.993], [-1.725, 0.428, 2.915], [-2.077, 0.893, 3.997], [-0.524, 0.276, 2.504], [-4.387, 0.920, 0.887], [-2.773, 0.451, -1.302], [-3.777, -1.788, -1.478], [-4.939, -1.007, -0.395], [-2.983, -3.147, 0.249], [-4.145, -2.441, 1.383], [-1.455, -1.883, 1.720], [-3.657, -0.430, 2.625], [5.824, -3.136, -0.232], [4.626, -1.989, 0.383], [4.935, -1.294, 1.534], [4.040, -0.374, 2.060], [4.537, 0.718, 3.752], [2.807, -0.148, 1.412], [1.910, 0.710, 1.778], [2.518, -0.892, 0.254], [1.262, -0.559, -0.291], [0.935, -1.253, -1.460], [1.776, -2.159, -2.038], [3.042, -2.482, -1.519], [3.413, -1.822, -0.329], [5.885, -1.472, 2.020], [-0.050, -1.058, -1.856], [1.422, -2.647, -2.942], [3.697, -3.201, -1.987], [-0.570, 2.431, -3.249], [0.038, 2.049, -2.095], [-0.543, 1.272, -1.333], [1.405, 2.533, -1.730], [1.488, 2.567, -0.210], [-1.563, 2.274, -3.298], [-0.215, 3.245, -3.718], [1.638, 3.456, -2.286], [2.074, 1.749, -2.115], [1.089, 3.514, 0.174], [2.525, 2.462, 0.111]], "lowdin_charge": [1.150, -0.007, -0.611, -0.085, -0.097, -0.259, -0.102, -0.103, -0.247, -0.107, -0.104, -0.618, 0.017, -0.110, 0.141, 0.143, 0.105, 0.107, 0.107, 0.107, 0.164, 0.142, 0.551, -0.620, -0.241, -0.692, 0.780, -0.443, -0.199, -0.142, -0.045, -0.185, -0.156, -0.136, -0.229, 0.070, 0.076, 0.080, 0.040, 0.182, -0.470, -0.067, -0.200, -0.197, 0.109, 0.093, 0.097, 0.126, 0.047, 0.042]}

(5)
{"formula": "C3H2ClF2NO", "method": "wB97M-V/def2-TZVPD", "homo_energy_ev": -9.717, "energy_ha": -905.29258, "smiles": "O/N=C\\C(Cl)=C(F)F", "orbital_gap_ha": 0.3690, "relative_energy_ev": 1.505, "symbols": ["C", "C", "C", "H", "H", "N", "O", "F", "F", "Cl"], "xyz": [[0.117, -0.939, -0.543], [0.936, 0.092, -0.139], [0.491, 1.318, -0.160], [-2.180, -0.996, 1.295], [0.374, -1.939, -1.096], [-1.053, -1.060, -0.088], [-1.595, -0.172, 0.798], [-0.730, 1.624, -0.628], [1.032, 2.452, 0.393], [2.607, -0.380, 0.168]], "lowdin_charge": [-0.240, -0.606, -0.319, 0.227, 0.163, -0.059, -0.086, 0.126, 0.102, 0.692]}

(6)
{"formula": "C4H4NO2", "method": "wB97M-V/def2-TZVPD", "homo_energy_ev": -3.637, "energy_ha": -360.04238, "total_charge": -1, "orbital_gap_ha": 0.2864, "relative_energy_ev": 2.541, "symbols": ["C", "C", "C", "C", "N", "O", "O", "H", "H", "H", "H"], "xyz": [[-0.758, 0.346, 0.015], [0.299, 1.178, 0.162], [2.768, -0.044, 0.035], [0.272, -0.723, -0.089], [1.316, 0.288, 0.131], [2.957, -1.233, 0.224], [3.562, 0.882, -0.232], [-1.834, 0.204, -0.044], [0.432, 2.332, 0.379], [0.188, -1.607, 0.666], [0.330, -1.225, -1.060]], "lowdin_charge": [-0.121, -0.185, -0.753, -0.237, -0.021, -0.036, -0.077, 0.059, 0.131, 0.135, 0.106]}